1.
ORCA calculation (ωB97M-V with the def2-TZVPD basis set) on a 2-piece molecular cluster, C3O2 overall at a distorted geometry.

Each atom is followed by the atoms it is bonded to, with distances in Å.
Atoms and positions in Å:
1 C 0.87 0.12 0.58  C3 1.271
2 C -0.86 -2.19 -1.06  O5 1.112
3 C 0.23 1.20 0.40  C1 1.271, O4 1.158
4 O -0.06 2.26 0.75  C3 1.158
5 O -0.19 -1.39 -0.66  C2 1.112

Kohn-Sham gap (spin up / spin down), eV: 7.93 / 7.93
Strongest force on any atom, eV/A: 4.8
Energy above the lowest of the compared OMol25 structures with the same formula, charge and spin, kcal/mol: 109.2
2S+1: 1
HOMO level (spin up / spin down), eV: -10.14 / -10.16
Total charge: 0



2.
ORCA calculation (ωB97M-V with the def2-TZVPD basis set) on one molecule with the formula C3O2S3 at a distorted geometry.

Each atom is followed by the atoms it is bonded to, with distances in Å.
Atoms and positions in Å:
1 C -0.16 1.37 0.70  O4 1.177, S6 1.647, S8 1.791
2 C -0.14 -0.41 -1.06  C3 1.641, S6 1.709, S7 1.588
3 C 0.48 -1.12 0.29  C2 1.641, O5 1.185, S8 1.934
4 O -0.27 2.47 1.10  C1 1.177
5 O 1.02 -2.16 0.47  C3 1.185
6 S -0.42 1.27 -0.93  C1 1.647, C2 1.709
7 S -0.33 -1.34 -2.34  C2 1.588
8 S -0.18 -0.07 1.77  C1 1.791, C3 1.934

Kohn-Sham gap, eV: 7.89
Strongest force on any atom, eV/A: 3.5
Energy above the lowest of the compared OMol25 structures with the same formula, charge and spin, kcal/mol: 20.6
Structure (SMILES): O=C1SC(=O)C(=S)S1
2S+1: 1
HOMO level, eV: -9.62
Total charge: 0



Copy entry 2 word for word.
ORCA calculation (ωB97M-V with the def2-TZVPD basis set) on one molecule with the formula C3O2S3 at a distorted geometry.

Each atom is followed by the atoms it is bonded to, with distances in Å.
Atoms and positions in Å:
1 C -0.16 1.37 0.70  O4 1.177, S6 1.647, S8 1.791
2 C -0.14 -0.41 -1.06  C3 1.641, S6 1.709, S7 1.588
3 C 0.48 -1.12 0.29  C2 1.641, O5 1.185, S8 1.934
4 O -0.27 2.47 1.10  C1 1.177
5 O 1.02 -2.16 0.47  C3 1.185
6 S -0.42 1.27 -0.93  C1 1.647, C2 1.709
7 S -0.33 -1.34 -2.34  C2 1.588
8 S -0.18 -0.07 1.77  C1 1.791, C3 1.934

Kohn-Sham gap, eV: 7.89
Strongest force on any atom, eV/A: 3.5
Energy above the lowest of the compared OMol25 structures with the same formula, charge and spin, kcal/mol: 20.6
Structure (SMILES): O=C1SC(=O)C(=S)S1
2S+1: 1
HOMO level, eV: -9.62
Total charge: 0